i | Computed, not measured: 2 unconnected molecules or ions with the total composition C5H11N, with the ωB97M-V functional and the def2-TZVPD basis.

Calculated values
Total charge: 0
Frontier orbital gap in eV: 9.84
Molar mass in g/mol: 85.1
SMILES: C=CC.C=NC
HOMO level in eV: -8.86

Geometry (Å):
1 H 1.2580 1.4926 -2.4162
2 H -1.7531 -2.9036 1.7530
3 H -2.6503 -3.1653 0.2554
4 C -0.9661 -1.4556 -0.7518
5 H 0.8852 2.0625 1.7871
6 H -2.7036 -1.5485 0.9586
7 H -1.6634 -0.4880 -0.5877
8 N -0.8541 -2.1984 0.2237
9 C 1.5157 1.4548 -1.3471
10 C -2.1592 -2.4739 0.8806
11 C 1.0671 2.2815 -0.2655
12 H 0.1270 2.9300 -0.5156
13 C 1.6385 2.3847 1.0694
14 H 1.9564 3.3788 1.2166
15 H -0.4676 -1.6050 -1.7349
16 H 2.3323 1.5572 1.3464
17 H 2.0816 0.5282 -1.1426

---

ii | Computed, not measured: C5H11N in the gas phase, with the ωB97M-V functional and the def2-TZVPD basis.

Calculated values
Total charge: 0
Frontier orbital gap in eV: 8.84
Molar mass in g/mol: 85.1
SMILES: C=C(CC)NC
HOMO level in eV: -7.77

Geometry (Å):
1 H -0.1394 2.8462 1.5949
2 C 0.4400 0.2123 -1.8499
3 H -0.6150 -2.8761 0.5248
4 H 0.3284 1.2599 2.1953
5 H 0.5123 -0.7229 -2.3692
6 H 0.3178 2.2767 -0.5355
7 H 1.3632 -1.3353 0.4353
8 H 0.0074 -0.6906 1.3518
9 C 0.3652 0.2815 -0.5204
10 H 0.4651 1.1000 -2.4590
11 H -0.1966 -2.4473 -1.1308
12 C -0.2056 1.7779 1.3969
13 N 0.4173 1.5139 0.1197
14 C -0.5661 -2.0554 -0.1880
15 H -1.5725 -1.6746 -0.3472
16 H -1.2636 1.4857 1.4323
17 C 0.3422 -0.9519 0.3491

---

Going by the computed energies, the most stable comes first: ii, i.

---

i | Computed, not measured: 2 unconnected molecules or ions with the total composition C5H10NO2, with the ωB97M-V functional and the def2-TZVPD basis.

Calculated values
Total charge: +1
Frontier orbital gap in eV: 10.54
Molar mass in g/mol: 116.1
HOMO level in eV: -15.94

Geometry (Å):
1 C -0.6878 1.4086 1.0572
2 H 0.3871 0.6750 -1.7259
3 O 2.1738 1.5353 -1.1133
4 C -0.0512 0.0276 1.1175
5 H 1.9176 -1.7269 -0.9499
6 O 2.8836 0.8500 0.9531
7 H -0.9786 -0.4739 -1.2657
8 H 0.4507 -0.8688 -2.3063
9 C 2.4208 1.1035 -0.0666
10 H 0.3630 -2.2911 -0.1372
11 H -0.8113 -0.7565 1.2227
12 H 0.6166 -0.0210 1.9856
13 N 0.8285 -0.2115 0.0013
14 C 0.0990 -0.3511 -1.3897
15 H -1.1511 1.6311 2.0156
16 C 0.9606 -1.4580 -0.5128
17 H -1.4610 1.4605 0.2922
18 H 0.0587 2.1752 0.8615

---

ii | Computed, not measured: a gas-phase ion, C5H10NO2 (charge +1), with the ωB97M-V functional and the def2-TZVPD basis.

Calculated values
Total charge: +1
Frontier orbital gap in eV: 11.05
Molar mass in g/mol: 116.1
SMILES: O=C(O)[C@@H]1CCC[NH2+]1
HOMO level in eV: -14.92

Geometry (Å):
1 H 0.2465 1.6905 -0.7046
2 C -1.6762 0.7872 -0.1694
3 H -1.4294 0.5240 2.0550
4 H -2.3261 0.3781 -0.9348
5 C -1.4587 -0.1699 1.0777
6 O 2.3734 0.4141 -1.4084
7 O 2.5252 -1.6468 -0.5286
8 C 0.7402 -0.1357 0.1873
9 C 1.8555 -0.6223 -0.7419
10 H 1.1367 0.6816 0.9594
11 N -0.1633 0.7640 -0.7094
12 H -0.4835 0.5729 -1.6900
13 H -2.3501 -0.7124 1.3869
14 H 3.2071 0.1545 -1.8577
15 H -0.2842 -1.9883 0.2602
16 C -0.1622 -1.0593 0.8843
17 H -1.9392 1.8607 0.0456
18 H 0.1882 -1.4929 1.8885

---

Going by the computed energies, the most stable comes first: ii, i.

---

i | Computed, not measured: 2 unconnected molecules or ions with the total composition C5H10NO2, with the ωB97M-V functional and the def2-TZVPD basis.

Calculated values
Total charge: +1
Frontier orbital gap in eV: 11.88
Molar mass in g/mol: 116.1
HOMO level in eV: -15.16

Geometry (Å):
1 H 0.9058 -0.5050 -0.7864
2 H -3.6671 -0.3735 -1.4702
3 H 3.4443 1.5161 0.2313
4 N -2.0116 0.1028 -0.1114
5 H 2.7546 -0.4589 1.5667
6 C -3.1573 0.6361 0.4302
7 H -0.1896 0.8487 0.4586
8 C -3.2068 -0.5054 -0.4729
9 H 3.4564 -1.5677 0.3092
10 H 3.9690 0.3948 -1.1480
11 O 2.1857 0.0007 -0.2835
12 C 3.0687 -0.6532 0.5531
13 C 3.4216 0.5329 -0.2288
14 H -3.4374 -1.3655 -0.0452
15 H -3.4509 1.6732 0.2602
16 O -0.0991 -0.8211 -0.7352
17 H -3.2449 0.5516 1.5294
18 C -0.7413 -0.0064 -0.0573

---

ii | Computed, not measured: a gas-phase ion, C5H10NO2 (charge +1), with the ωB97M-V functional and the def2-TZVPD basis.

Calculated values
Total charge: +1
Frontier orbital gap in eV: 8.93
Molar mass in g/mol: 116.1
SMILES: C[NH2+]/C(=C\O)C(C)=O
HOMO level in eV: -13.51

Geometry (Å):
1 C 0.0006 -1.1805 -0.8533
2 H 0.9096 -1.3011 1.0376
3 O 0.3255 -2.2070 -0.2625
4 H 0.3337 -0.3833 3.2308
5 H -1.0500 -0.4754 2.1345
6 C 0.0192 1.5276 -0.7032
7 H -0.3028 -0.3253 -2.8005
8 O 0.3379 2.5333 0.0526
9 H -0.3872 1.6046 -1.6924
10 H 0.2036 3.4039 -0.3599
11 H 1.7202 0.2049 1.3499
12 N 0.8074 -0.2300 1.1823
13 H -1.7241 -1.0707 -2.0591
14 C -0.6443 -1.1568 -2.1941
15 H -0.4511 -2.0960 -2.7054
16 C -0.0998 0.0212 2.3206
17 C 0.2697 0.0431 -0.1258
18 H -0.2681 1.0875 2.4480

---

Going by the computed energies, the most stable comes first: ii, i.

---

i | Computed, not measured: C5H6N2O in the gas phase, with the ωB97M-V functional and the def2-TZVPD basis.

Calculated values
Total charge: 0
Frontier orbital gap in eV: 10.43
Molar mass in g/mol: 110.1
SMILES: C=C(C#N)C(=O)NC
HOMO level in eV: -10.29

Geometry (Å):
1 C -0.1416 -1.0237 0.9742
2 C 0.5334 0.2781 0.1887
3 H 1.6270 -1.5494 2.1723
4 N -2.7573 -1.2634 0.4561
5 C 0.3038 1.6823 -1.6575
6 H -0.2194 1.8316 -2.6242
7 H -0.0644 2.3637 -0.9794
8 C 0.6181 -1.7727 1.8051
9 N -0.0538 0.4076 -1.0306
10 O 1.3880 0.9167 0.6709
11 C -1.6371 -1.2197 0.7016
12 H 0.0182 -2.6385 2.1564
13 H -1.0265 0.1495 -1.0116
14 H 1.4117 1.8376 -1.8222

---

ii | Computed, not measured: C5H6N2O in the gas phase, with the ωB97M-V functional and the def2-TZVPD basis.

Calculated values
Total charge: 0
Frontier orbital gap in eV: 9.60
Molar mass in g/mol: 110.1
SMILES: [H]/N=C1\CC(=O)[C@H]2CN12
HOMO level in eV: -9.51

Geometry (Å):
1 O 2.2137 0.9299 0.0804
2 C 0.3172 0.5548 -1.1775
3 N -1.7623 -0.9166 -1.5931
4 H 0.5620 0.0355 -2.2103
5 C -0.9441 -0.2379 -0.7308
6 C 1.0883 0.4182 0.1062
7 H 0.3117 1.5678 -1.4784
8 H -1.3177 -0.1406 2.5515
9 N -0.7350 -0.7160 0.6732
10 C 0.5044 -0.4869 1.1216
11 C -0.7565 0.1898 1.7207
12 H -1.6134 -0.3979 -2.5706
13 H 1.2500 -1.1215 1.6462
14 H -0.6769 1.4190 1.6165

---

Going by the computed energies, the most stable comes first: i, ii.

---

i | Computed, not measured: a gas-phase ion, C4H8NO (charge +1), with the ωB97M-V functional and the def2-TZVPD basis.

Calculated values
Total charge: +1
Frontier orbital gap (spin up / spin down) in eV: 7.60 / 7.60
Molar mass in g/mol: 86.1
HOMO level (spin up / spin down) in eV: -13.52 / -13.52

Geometry (Å):
1 C -0.0532 -0.7359 -0.8699
2 O 2.0172 -1.4638 -0.0369
3 C 2.1152 -0.5758 0.8710
4 C -1.3490 1.1928 -0.1115
5 H -0.2685 -0.0021 1.0638
6 H -0.6381 -0.9667 -1.6827
7 H -1.9957 1.1641 -1.0577
8 C 0.9631 -1.6834 -0.8030
9 H -1.9528 1.1435 0.7342
10 H 1.2191 -2.2877 -1.5960
11 H 3.1970 -0.4253 1.2777
12 H 1.5053 0.3172 1.1070
13 N -0.4254 0.1482 0.0618
14 H -0.8305 2.1782 -0.0667

---

ii | Computed, not measured: a molecular structure, C4H8NO, with the ωB97M-V functional and the def2-TZVPD basis.

Calculated values
Total charge: +1
Frontier orbital gap (spin up / spin down) in eV: 7.25 / 8.83
Molar mass in g/mol: 86.1
HOMO level (spin up / spin down) in eV: -12.42 / -13.19

Geometry (Å):
1 N 0.5972 1.4953 1.1551
2 C 1.7408 -0.9102 -0.8428
3 C -1.4673 -1.6512 0.8833
4 H -0.9054 -2.2488 0.2079
5 H -0.2981 1.9649 0.8268
6 O 1.3025 -0.7333 0.4843
7 H 2.1511 -1.7370 -1.3986
8 H 0.4452 0.7647 1.9389
9 C 0.9333 0.5595 0.0773
10 H 1.4441 2.2172 1.2856
11 H -1.8372 -0.7809 0.3437
12 C 1.4734 0.4815 -1.2042
13 H 1.4740 0.9677 -2.1385
14 H -1.9949 -1.9604 1.7570

---

iii | Computed, not measured: 2 unconnected molecules or ions with the total composition C4H8NO, with the ωB97M-V functional and the def2-TZVPD basis.

Calculated values
Total charge: +1
Frontier orbital gap in eV: 4.95
Molar mass in g/mol: 86.1
HOMO level in eV: -12.83

Geometry (Å):
1 O 1.8958 1.8975 2.2912
2 H -1.6976 0.1437 -2.6559
3 H -1.5369 0.1899 1.7917
4 H -0.2072 2.0438 2.1589
5 C 0.6729 1.3779 2.1324
6 C -1.3386 -0.7697 -2.3920
7 N -0.7153 -0.4449 1.4306
8 C 0.4160 0.0223 1.6575
9 H 1.2482 -0.6390 1.4704
10 C -0.1239 -1.1754 -2.6981
11 H 0.1354 -2.1471 -2.4641
12 H 0.5796 -0.5435 -3.2625
13 H -2.0838 -1.4486 -1.9787
14 H 2.7554 1.4931 2.5185

---

Going by the computed energies, the most stable comes first: i, iii, ii.

---

i | Computed, not measured: C5H6O2 in the gas phase, with the ωB97M-V functional and the def2-TZVPD basis.

Calculated values
Total charge: 0
Frontier orbital gap in eV: 10.79
Molar mass in g/mol: 98.1
SMILES: C[C@@H]1C=CC(=O)O1
HOMO level in eV: -10.32

Geometry (Å):
1 C -0.8901 -0.2445 -1.5687
2 H 1.1122 0.1162 2.3308
3 H -1.2051 -0.4123 -2.5902
4 C -1.7738 -0.5205 -0.4022
5 H 1.2108 0.3612 -1.6516
6 C 0.3537 -0.1778 0.3582
7 H 0.8482 -1.1586 0.2960
8 O -2.9374 -0.8088 -0.3661
9 C 0.3037 0.1229 -1.1086
10 O -1.0082 -0.3749 0.7280
11 C 1.1186 0.6498 1.3747
12 H 2.1617 0.7247 1.0507
13 H 0.7273 1.6568 1.5413

---

ii | Computed, not measured: a molecular structure, C5H6O2, with the ωB97M-V functional and the def2-TZVPD basis.

Calculated values
Total charge: 0
Frontier orbital gap in eV: 8.58
Molar mass in g/mol: 98.1
HOMO level in eV: -7.93

Geometry (Å):
1 H 2.2851 -0.7342 0.2479
2 C -1.3219 -0.8991 0.4475
3 C 0.1169 -1.2739 0.3108
4 C 1.8870 0.6229 0.2082
5 H -2.8402 0.3665 -0.5361
6 H -1.5833 -0.5517 1.4582
7 H -2.0204 -1.7226 0.2424
8 H 2.7138 0.9895 0.8119
9 C -1.7442 0.2156 -0.4819
10 H 0.7755 1.1575 -1.2034
11 O 1.6923 1.3463 -0.8992
12 C 1.0612 -0.4356 0.5478
13 O -1.0217 0.9189 -1.1542

---

Going by the computed energies, the most stable comes first: i, ii.